1.
The following is a DFT calculation (the ωB97M-V functional and the def2-TZVPD basis) of a molecular structure, C27H44N4O2.

## Properties
energy above the lowest of the compared OMol25 structures with the same formula, charge and spin = 557.8 kcal/mol
HOMO = -7.6 eV
gap between HOMO and LUMO = 8.28 eV

Atoms and positions in Å:
C1 -2.897 -3.830 0.044
N1 -3.397 -3.167 1.085
C2 -3.822 -4.011 2.067
H1 -4.444 -3.598 2.861
H2 -3.120 -4.846 2.385
H3 -4.731 -4.896 1.694
C3 -2.755 -2.273 1.820
C4 -2.501 -0.982 0.572
C5 -1.405 -0.876 -0.192
C6 -1.154 0.074 -1.038
C7 -2.264 1.257 -1.121
C8 -3.443 1.099 -0.441
C9 -3.466 -0.220 0.469
O1 -4.552 -0.044 1.421
H4 -5.262 0.467 0.907
C10 -4.449 2.062 -0.305
N2 -5.703 1.404 -0.319
C11 -6.077 0.701 -1.455
H5 -5.192 0.072 -1.687
H6 -6.068 1.391 -2.348
H7 -7.068 0.296 -1.501
C12 -6.835 2.716 -0.041
H8 -7.713 2.290 -0.055
H9 -6.788 3.385 -0.860
H10 -6.503 3.336 0.480
H11 -4.132 2.706 -1.359
H12 -4.242 2.587 0.420
H13 -2.090 2.030 -1.880
C13 -0.021 0.086 -1.780
C14 1.304 -0.054 -0.911
C15 2.347 -0.747 -1.298
C16 3.403 -0.951 -0.529
C17 3.525 -0.061 0.745
C18 2.410 0.642 0.978
C19 1.306 0.718 0.157
H14 0.548 1.634 0.427
C20 2.541 1.726 1.999
N3 3.019 3.068 2.109
C21 2.129 3.847 0.989
H15 1.027 3.946 1.490
H16 2.175 3.321 0.110
H17 2.376 4.900 1.156
C22 4.278 2.987 1.368
H18 4.403 2.474 0.347
H19 4.890 2.493 1.930
H20 4.913 3.987 1.310
H21 3.262 1.191 2.971
H22 1.652 1.703 2.646
O2 4.583 -0.041 1.467
H23 5.138 -0.570 1.176
C23 4.564 -1.870 -0.726
N4 5.888 -1.299 -0.514
C24 6.334 -0.236 -1.527
H24 7.154 0.102 -1.069
H25 6.337 -0.754 -2.338
H26 5.392 0.541 -1.185
C25 6.876 -2.417 -0.534
H27 6.892 -2.876 -1.375
H28 6.721 -2.990 0.337
H29 8.004 -1.895 0.038
H30 4.497 -2.385 -1.790
H31 4.482 -2.772 0.105
H32 2.375 -1.491 -2.182
C26 -0.228 -1.066 -2.785
H33 -0.998 -1.051 -3.388
H34 -0.034 -2.069 -2.343
H35 0.735 -1.119 -3.566
C27 0.297 1.547 -2.559
H36 -0.683 1.461 -3.356
H37 1.249 1.465 -2.797
H38 0.294 2.413 -1.905
H39 -0.501 -1.653 0.114
H40 -1.757 -2.582 1.892
H41 -3.133 -1.521 2.392
H42 -3.599 -4.677 -0.492
H43 -2.579 -3.074 -0.888
H44 -2.107 -4.307 0.180

---

2.
The following is a DFT calculation (the ωB97M-V functional and the def2-TZVPD basis) of a molecular structure, C27H44N5O6PtSSi2.

## Properties
energy above the lowest of the compared OMol25 structures with the same formula, charge and spin = 14.9 kcal/mol
HOMO = -10.9 eV
charge = +1
gap between HOMO and LUMO = 7.43 eV

Atoms and positions in Å:
Pt1 -0.360 0.527 -0.648
O1 -4.750 3.132 3.971
C1 -3.372 3.389 4.121
C2 -2.611 2.552 3.134
C3 -1.225 2.481 3.187
C4 -0.554 1.726 2.247
N1 -1.180 1.038 1.290
C5 -2.523 1.111 1.227
C6 -3.265 1.852 2.128
C7 -3.138 0.364 0.116
C8 -4.468 -0.008 0.106
C9 -4.960 -0.792 -0.927
C10 -6.420 -1.169 -0.992
O2 -7.117 -0.880 0.196
C11 -4.064 -1.215 -1.900
C12 -2.748 -0.808 -1.841
N2 -2.291 0.001 -0.873
H1 -5.250 3.720 4.545
H2 -3.022 3.146 5.131
H3 -3.137 4.443 3.933
H4 -0.667 3.012 3.947
H5 0.528 1.661 2.251
H6 -4.339 1.920 2.048
H7 -5.129 0.288 0.908
H8 -6.513 -2.220 -1.281
H9 -6.881 -0.579 -1.788
H10 -7.125 -1.654 0.766
H11 -4.379 -1.865 -2.706
H12 -2.027 -1.134 -2.571
C13 -2.512 3.079 -2.123
Si1 -0.722 2.800 -2.626
C14 0.374 3.740 -1.415
C15 -0.460 3.548 -4.324
C16 -0.311 0.946 -2.694
Si2 1.242 0.446 -3.642
C17 0.941 0.467 -5.492
C18 1.737 -1.301 -3.161
C19 2.616 1.676 -3.295
H13 -2.767 4.137 -2.225
H14 -2.695 2.803 -1.082
H15 -3.202 2.511 -2.752
H16 -0.060 4.727 -1.233
H17 1.379 3.892 -1.813
H18 0.464 3.240 -0.448
H19 -0.794 4.589 -4.336
H20 -1.018 3.012 -5.096
H21 0.594 3.536 -4.605
H22 -1.153 0.439 -3.170
H23 0.098 -0.173 -5.765
H24 1.820 0.089 -6.021
H25 0.733 1.469 -5.867
H26 1.075 -2.031 -3.633
H27 1.695 -1.455 -2.080
H28 2.753 -1.516 -3.500
H29 2.493 2.549 -3.941
H30 3.611 1.269 -3.485
H31 2.573 2.043 -2.283
C20 3.199 -6.264 4.373
C21 2.964 -5.195 3.312
S1 4.499 -4.356 2.974
O3 5.374 -5.278 2.309
O4 4.912 -3.671 4.171
C22 4.060 -3.090 1.785
C23 3.467 -1.870 2.475
N3 2.996 -0.877 1.500
C24 1.718 -0.743 1.102
N4 1.600 0.244 0.202
C25 2.858 0.743 0.008
C26 3.719 0.064 0.803
N5 5.137 0.269 0.904
O5 5.591 1.179 0.248
O6 5.773 -0.504 1.597
C27 0.632 -1.627 1.606
H32 2.264 -6.779 4.589
H33 3.570 -5.816 5.294
H34 3.924 -6.997 4.023
H35 2.249 -4.442 3.651
H36 2.629 -5.623 2.367
H37 3.388 -3.536 1.050
H38 5.000 -2.841 1.293
H39 4.209 -1.412 3.120
H40 2.609 -2.135 3.089
H41 3.088 1.545 -0.656
H42 0.921 -2.676 1.525
H43 -0.263 -1.470 1.013
H44 0.399 -1.412 2.651

---

3.
The following is a DFT calculation (the ωB97M-V functional and the def2-TZVPD basis) of a molecular structure, C27H45BrFeN2OP2.

## Properties
energy above the lowest of the compared OMol25 structures with the same formula, charge and spin = 62.0 kcal/mol
2S+1 = 5
HOMO (alpha / beta) = -13.1 / -13.2 eV
charge = +2
gap between HOMO and LUMO (alpha / beta) = 7.53 / 4.10 eV
<S²> = 6.0534

Atoms and positions in Å:
N1 7.490 1.408 4.263
C1 6.369 2.045 4.627
C2 5.136 1.844 3.979
C3 5.113 0.930 2.870
C4 6.290 0.237 2.508
C5 7.454 0.586 3.216
C6 3.830 0.734 2.221
Fe1 0.793 -0.796 -0.198
P1 -3.733 -2.776 -0.465
C7 3.356 -0.172 1.324
C8 1.877 -0.307 1.269
C9 1.121 -1.606 1.511
C10 -0.230 -1.579 2.116
C11 -0.913 -0.332 2.377
C12 -0.214 0.855 2.021
C13 1.105 0.884 1.467
Br1 -2.735 -0.087 3.158
H1 3.080 1.448 2.579
H2 3.963 -0.950 0.846
H3 4.235 2.408 4.313
H4 6.301 -0.480 1.676
H5 6.405 2.724 5.489
H6 8.400 0.137 2.939
H7 1.656 -2.489 1.040
H8 1.603 1.873 1.320
H9 -0.492 -2.490 2.737
H10 -0.590 1.844 2.287
P2 0.398 0.151 -2.098
C14 -3.486 -2.691 1.313
C15 -4.109 -3.786 2.165
H11 -3.895 -1.721 1.619
H12 -2.396 -2.659 1.432
H13 -4.124 -3.466 3.210
H14 -5.131 -4.006 1.857
H15 -3.518 -4.699 2.104
C16 -2.206 -3.464 -1.117
C17 -2.607 -4.720 -1.902
H16 -1.515 -3.680 -0.285
H17 -1.759 -2.702 -1.781
H18 -1.752 -5.363 -2.109
H19 -3.354 -5.304 -1.353
H20 -3.058 -4.448 -2.860
C18 -3.770 -1.055 -1.053
C19 -5.179 -0.854 -1.619
H21 -2.990 -0.879 -1.806
H22 -3.567 -0.427 -0.163
H23 -5.216 -0.079 -2.384
H24 -5.551 -1.779 -2.066
H25 -5.881 -0.578 -0.828
C20 -0.994 1.116 -2.631
C21 -0.471 1.764 -3.903
H26 -1.260 1.839 -1.840
H27 -1.870 0.477 -2.811
H28 0.097 2.660 -3.651
H29 0.203 1.099 -4.457
H30 -1.298 2.021 -4.564
C22 0.592 -1.439 -3.048
C23 2.026 -1.937 -3.147
H31 0.149 -1.192 -4.022
H32 -0.060 -2.189 -2.557
H33 2.662 -1.228 -3.694
H34 2.484 -2.142 -2.165
H35 1.995 -2.890 -3.692
C24 1.946 1.123 -1.943
C25 1.775 2.610 -1.619
H36 2.487 0.950 -2.886
H37 2.560 0.684 -1.124
H38 2.566 2.915 -0.922
H39 1.876 3.225 -2.517
H40 0.816 2.888 -1.151
C26 -2.001 5.485 0.149
C27 -1.912 3.995 0.379
N2 -2.871 3.387 1.128
O1 -1.006 3.277 -0.074
H41 -3.005 5.906 0.286
H42 -1.693 5.663 -0.880
H43 -1.303 6.012 0.817
H44 -2.900 2.376 1.147
H45 -3.597 3.860 1.624

---

4.
The following is a DFT calculation (the ωB97M-V functional and the def2-TZVPD basis) of a molecular structure, C27H45BrN2OP2Sn.

## Properties
energy above the lowest of the compared OMol25 structures with the same formula, charge and spin = 120.2 kcal/mol
HOMO = -12.8 eV
charge = +2
gap between HOMO and LUMO = 5.45 eV

Atoms and positions in Å:
N1 6.443 -0.164 6.229
C1 6.183 -1.347 5.685
C2 5.253 -1.499 4.667
C3 4.513 -0.365 4.214
C4 4.818 0.892 4.826
C5 5.752 0.916 5.865
C6 3.556 -0.508 3.140
Sn1 1.136 0.235 1.744
P1 0.466 2.407 -2.454
C7 3.288 0.578 2.258
C8 3.773 0.589 0.839
C9 3.845 1.835 0.162
C10 3.715 1.911 -1.213
C11 3.525 0.701 -1.923
C12 3.618 -0.533 -1.274
C13 3.796 -0.607 0.086
Br1 1.321 -1.301 -3.062
H1 3.282 -1.530 2.871
H2 3.157 1.546 2.751
H3 5.096 -2.489 4.232
H4 4.298 1.818 4.539
H5 6.750 -2.202 6.061
H6 5.940 1.859 6.399
H7 3.941 2.717 0.814
H8 3.896 -1.572 0.575
H9 3.664 2.882 -1.757
H10 3.494 -1.429 -1.884
P2 -1.121 1.968 2.115
C14 1.214 1.528 -3.770
C15 2.227 1.756 -4.831
H11 0.991 0.345 -3.537
H12 3.028 0.655 -2.860
H13 2.970 0.937 -4.859
H14 1.801 1.759 -5.850
H15 2.791 2.683 -4.698
C16 0.924 4.113 -1.798
C17 0.364 5.361 -2.469
H16 2.027 4.148 -1.745
H17 0.493 4.024 -0.776
H18 0.637 6.218 -1.848
H19 0.784 5.523 -3.465
H20 -0.723 5.396 -2.559
C18 -1.317 2.662 -3.030
C19 -1.842 2.301 -4.429
H21 -1.655 3.677 -2.763
H22 -1.720 1.880 -2.349
H23 -2.864 1.925 -4.282
H24 -1.929 3.137 -5.140
H25 -1.289 1.503 -4.947
C20 -2.892 1.453 1.819
C21 -3.965 1.514 2.907
H26 -2.783 0.419 1.460
H27 -3.236 2.039 0.952
H28 -3.766 0.849 3.750
H29 -4.106 2.532 3.287
H30 -4.923 1.193 2.474
C22 -1.171 3.764 1.704
C23 0.113 4.554 1.970
H31 -2.027 4.242 2.206
H32 -1.384 3.806 0.618
H33 0.465 4.439 3.003
H34 0.931 4.243 1.305
H35 -0.036 5.626 1.782
C24 -0.951 1.685 3.981
C25 -1.031 0.177 4.274
H36 -1.717 2.270 4.529
H37 0.041 2.102 4.251
H38 -0.498 -0.064 5.204
H39 -2.072 -0.170 4.350
H40 -0.541 -0.444 3.491
C26 0.790 -3.463 -0.402
C27 0.080 -2.707 0.650
N2 -1.094 -3.142 1.126
O1 0.604 -1.691 1.205
H41 0.993 -4.470 -0.018
H42 1.748 -2.974 -0.629
H43 0.130 -3.539 -1.274
H44 -1.522 -2.632 1.895
H45 -1.600 -3.780 0.549

---

5.
The following is a DFT calculation (the ωB97M-V functional and the def2-TZVPD basis) of 5 unconnected molecules or ions with the total composition C27H45ClN2O18P4S.

## Properties
HOMO = -9.0 eV
gap between HOMO and LUMO = 6.62 eV

Atoms and positions in Å:
C1 -4.988 5.585 -1.157
C2 -5.436 4.481 -0.979
C3 -5.649 3.031 -1.175
C4 -6.746 2.560 -1.952
N1 -7.643 3.591 -2.487
C5 -8.399 3.869 -1.563
S1 -9.167 4.362 -0.282
C6 -6.952 1.187 -2.192
C7 -6.050 0.256 -1.623
C8 -4.964 0.736 -0.825
C9 -4.739 2.112 -0.586
Cl1 -3.438 2.754 0.388
C10 -4.047 -0.312 -0.190
O1 -3.423 -0.139 0.828
C11 -3.932 -1.685 -0.878
C12 -2.639 -2.491 -0.637
N2 -1.818 -2.632 -1.867
C13 -1.842 -1.397 -2.694
C14 -4.953 -2.103 -1.619
C15 -6.216 -1.263 -1.834
O2 -7.273 -1.757 -2.122
H1 -4.546 6.568 -1.279
H2 -7.795 0.866 -2.824
H3 -2.015 -2.029 0.154
H4 -2.933 -3.498 -0.283
H5 -0.853 -2.673 -1.542
H6 -2.713 -1.409 -3.379
H7 -0.915 -1.377 -3.298
H8 -1.847 -0.461 -2.086
H9 -4.937 -3.079 -2.138
C16 1.071 -6.635 -3.994
O3 1.806 -6.163 -2.873
P1 2.778 -4.793 -3.077
O4 1.614 -3.903 -3.456
O5 3.471 -5.444 -4.411
C17 4.403 -6.511 -4.243
O6 3.919 -3.550 -3.150
C18 3.638 -2.365 -2.401
H10 0.060 -6.867 -3.657
H11 1.016 -5.903 -4.798
H12 1.537 -7.548 -4.371
H13 4.153 -7.299 -4.955
H14 4.367 -6.930 -3.235
H15 5.410 -6.150 -4.455
H16 3.197 -2.606 -1.434
H17 2.966 -1.723 -2.969
H18 4.574 -1.831 -2.238
C19 7.642 1.053 0.332
O7 8.339 -0.180 0.496
P2 7.525 -1.452 1.236
O8 6.421 -1.570 0.221
O9 7.079 -0.506 2.493
C20 8.083 -0.074 3.411
O10 7.105 -2.804 2.151
C21 6.921 -4.033 1.447
H19 7.833 1.415 -0.678
H20 6.567 0.951 0.471
H21 8.029 1.781 1.048
H22 7.951 0.996 3.583
H23 9.090 -0.240 3.022
H24 7.963 -0.602 4.357
H25 7.667 -4.154 0.662
H26 5.920 -4.064 1.019
H27 7.021 -4.851 2.161
C22 -8.873 -0.187 2.607
O11 -8.086 -1.021 3.449
P3 -7.136 -0.283 4.627
O12 -8.263 0.360 5.390
O13 -6.476 0.754 3.556
C23 -5.576 0.237 2.570
O14 -5.911 0.092 5.722
C24 -6.132 -0.260 7.088
H28 -9.865 -0.632 2.529
H29 -8.970 0.826 2.994
H30 -8.421 -0.151 1.613
H31 -5.858 0.651 1.603
H32 -5.623 -0.853 2.509
H33 -4.561 0.549 2.805
H34 -6.619 -1.230 7.173
H35 -6.739 0.505 7.570
H36 -5.165 -0.304 7.588
C25 6.593 5.858 -1.375
O15 6.394 5.397 -0.045
P4 4.827 4.949 0.417
O16 4.758 3.850 -0.621
O17 4.195 6.342 -0.159
C26 4.413 7.546 0.576
O18 3.311 4.567 1.065
C27 3.086 3.207 1.438
H37 7.491 5.377 -1.764
H38 5.755 5.624 -2.030
H39 6.748 6.939 -1.362
H40 4.726 8.323 -0.124
H41 5.192 7.428 1.332
H42 3.483 7.855 1.053
H43 3.970 2.775 1.907
H44 2.809 2.628 0.559
H45 2.260 3.182 2.148

---

no.,E (eV)
1,-38744.374
2,-78279.815
3,-156744.387
4,-128187.517
5,-129065.607